Molecular formula: C2H4ClNOS
Method: DFT, wB97M-V/def2-TZVPD

```
10
Properties=species:S:1:pos:R:3:forces:R:3:lowdin_charge:R:1
Cl 1.56240 1.39794 -0.27538 0.89 0.34 -0.57 0.614
C 0.64952 0.01340 0.30485 -2.76 2.70 1.04 -0.729
C 0.02010 -0.83676 -0.79618 -0.83 2.43 -1.25 -0.254
O -1.41174 -0.66683 -0.68149 -0.40 -0.54 0.86 -0.513
S -1.76654 0.83116 -0.04203 0.03 -0.04 -0.63 0.873
N -0.55799 0.59661 1.11973 1.99 -1.52 -0.30 -0.390
H 1.16297 -0.41365 1.12294 1.10 -1.13 0.09 0.082
H 0.13774 -0.49325 -1.88680 1.15 -0.63 1.80 0.147
H 0.36419 -1.79768 -0.52996 -0.39 -1.65 -0.53 0.103
H -0.16064 1.36905 1.66430 -0.78 0.04 -0.51 0.067
```
Positions in Å, forces in eV/Å.

**DFT total energy**: -1066.9021 Ha
**Energy above the lowest of the compared OMol25 structures with the same formula, charge and spin**: 2.1336 eV
**HOMO-LUMO gap**: 8.746 eV
**SMILES**: Cl[C@@H]1COSN1